The following is a DFT calculation (ωB97M-V/def2-TZVPD) of 3 unconnected molecules or ions with the total composition C12H23N3O3P at a distorted geometry.

XYZ file:
```
42
Properties=species:S:1:pos:R:3:lowdin_charge:R:1
O -0.17 4.41 -3.46 -0.1844
P -0.18 3.23 -2.64 0.4188
O -0.79 3.60 -1.21 -0.0739
O -1.13 2.12 -3.24 -0.0756
N 1.41 2.59 -2.31 -0.0533
C 2.36 3.43 -2.18 0.0342
C 3.65 2.71 -1.83 -0.0609
C 2.99 1.49 -1.12 -0.1338
C 1.87 1.19 -2.09 -0.0827
H -0.27 3.17 -0.50 0.0674
H -2.03 2.41 -3.01 0.1159
H 2.25 4.50 -2.29 0.1649
H 4.28 2.48 -2.67 0.1428
H 4.07 3.31 -1.03 0.1317
H 2.67 1.84 -0.14 0.1190
H 3.61 0.63 -0.90 0.1303
H 1.07 0.57 -1.72 0.1192
H 2.29 0.82 -3.02 0.1461
C -3.36 -0.78 1.49 -0.1099
C -3.23 -0.03 0.17 -0.2356
C -1.79 -0.01 -0.38 -0.1961
C -0.90 0.66 0.57 -0.2497
N -0.19 1.20 1.28 0.1576
H -2.78 -0.31 2.28 0.0745
H -4.40 -0.79 1.82 0.0793
H -3.03 -1.81 1.39 0.0262
H -3.58 0.99 0.31 0.1105
H -3.88 -0.50 -0.57 0.1146
H -1.76 0.53 -1.33 0.0875
H -1.43 -1.02 -0.56 0.0686
C -0.22 -3.52 3.74 -0.1012
C 0.65 -4.17 2.67 -0.2529
C 0.79 -3.30 1.42 -0.1738
C -0.52 -3.07 0.80 -0.1867
N -1.55 -2.89 0.35 0.1728
H -1.24 -3.37 3.39 0.0692
H -0.27 -4.15 4.63 0.0775
H 0.18 -2.55 4.04 0.0788
H 0.23 -5.14 2.40 0.1157
H 1.64 -4.36 3.08 0.1113
H 1.43 -3.80 0.68 0.1190
H 1.24 -2.34 1.66 0.1170
```

For the HOMO energy, the calculation gives -0.5039 Eh. Its calculated total energy is -32713.553 eV. As for the net charge: +1. As for the multiplicity: 1. As for the LUMO energy: -0.185 Eh. Its orbital gap is 8.68 eV.